DFT (the ωB97M-V functional and the def2-TZVPD basis) results for a cluster of 2 separate species, C2H5O3 in total in a non-equilibrium geometry.

- Net charge: -1
- Energy relative to the best compared isomer or geometry (same formula, charge and spin): 0.222 eV
- Orbital gap: 8.6 eV
- Electronic energy: -8299.455 eV

Each line ends with the Mulliken charge.
Positions of all 10 atoms, in Å:
1 O -1.09007 0.69020 -0.24954  -0.7471
2 C -0.90492 -0.45286 -0.73362  0.5295
3 O -1.60982 -1.09213 -1.53646  -0.7169
4 C 0.47971 -1.13273 -0.38615  -0.5960
5 H 0.94510 -0.47320 0.35246  0.0633
6 H 0.35971 -2.14295 -0.00270  0.2328
7 H 1.10233 -1.15030 -1.28201  0.1959
8 H -0.29507 1.88763 0.69425  0.4600
9 H 0.86141 1.61169 1.62510  0.2730
10 O 0.15160 2.25466 1.51867  -0.6944

DFT (the ωB97M-V functional and the def2-TZVPD basis) results for the ion C2H5O3P2 with charge -1 in a non-equilibrium geometry.

- Net charge: -1
- Energy relative to the best compared isomer or geometry (same formula, charge and spin): 1.326 eV
- Orbital gap: 8.2 eV
- Electronic energy: -26877.359 eV

Each line ends with the Mulliken charge.
Positions of all 12 atoms, in Å:
1 C -1.43267 -0.28450 -0.96660  -0.9610
2 C 0.89525 1.25702 1.08882  -0.6067
3 O -0.71206 -1.36445 1.47522  -0.6682
4 O 2.94057 0.47402 -0.35243  -0.6334
5 O 0.63134 -2.07782 -0.59297  -0.6477
6 P 1.49308 0.75384 -0.43798  0.0765
7 P -0.18337 -1.08061 0.12501  0.8393
8 H -2.24164 0.10647 -0.35983  0.2812
9 H -0.97824 0.48082 -1.57841  0.3835
10 H -1.78799 -1.10386 -1.59014  0.3136
11 H -0.13947 1.53464 1.21807  0.3268
12 H 1.51521 1.30443 1.97124  0.2962

DFT (the ωB97M-V functional and the def2-TZVPD basis) results for the molecule C2H5OP in a non-equilibrium geometry.

- Net charge: 0
- Energy relative to the best compared isomer or geometry (same formula, charge and spin): 1.093 eV
- Orbital gap: 10.9 eV
- Electronic energy: -13489.783 eV
- Structure (SMILES): O=[PH]1CC1

Each line ends with the Mulliken charge.
Positions of all 9 atoms, in Å:
1 O -2.71547 0.29151 0.35641  -0.6167
2 P -1.49813 -0.02987 -0.31631  0.4686
3 C -0.00205 -0.72060 0.49962  -0.5031
4 C 0.18341 0.83989 0.02638  -0.7017
5 H -1.47700 -0.38617 -1.71759  0.1303
6 H 0.54752 -1.56173 0.13298  0.3386
7 H -0.13150 -0.59669 1.55859  0.2625
8 H 0.39352 1.46617 0.83120  0.3320
9 H 0.97898 0.93135 -0.67086  0.2895

DFT (the ωB97M-V functional and the def2-TZVPD basis) results for a cluster of 2 separate species, C2H5OPS3 in total.

- Net charge: 0
- Energy relative to the best compared isomer or geometry (same formula, charge and spin): 0.000 eV
- Orbital gap (spin up / spin down): 8.1 / 6.2 eV
- Electronic energy: -45995.715 eV
- Multiplicity: 3

Each line ends with the Mulliken charge.
Positions of all 12 atoms, in Å:
1 C 0.30713 1.14389 -0.85062  -0.2694
2 C -0.68796 0.97416 0.28679  -0.4866
3 O 1.17841 0.03265 -0.89317  -0.2721
4 P 1.20607 -0.96734 0.37674  0.4005
5 S 2.95257 -1.74626 0.65978  -0.3316
6 S 0.25533 0.36668 1.72976  -0.1588
7 S -1.43299 -2.65337 -0.32307  -0.1752
8 H -0.21018 1.21058 -1.81465  0.2521
9 H 0.92058 2.04104 -0.70641  0.2518
10 H -1.16991 1.91005 0.56129  0.3763
11 H -1.43917 0.21904 0.03915  0.2129
12 H -1.87988 -2.53111 0.93441  0.2001

DFT (the ωB97M-V functional and the def2-TZVPD basis) results for a cluster of 2 separate species, C2H5OS in total in a non-equilibrium geometry.

- Net charge: -1
- Energy relative to the best compared isomer or geometry (same formula, charge and spin): 0.380 eV
- Orbital gap: 6.5 eV
- Electronic energy: -15038.193 eV

Each line ends with the Mulliken charge.
Positions of all 9 atoms, in Å:
1 S 1.50744 2.22425 0.98022  -0.8487
2 H 0.75512 1.97291 -0.09750  -0.1244
3 O -1.16712 -2.67205 -1.24765  -0.5010
4 C -0.61686 -1.82388 -0.58608  0.1554
5 C -1.24505 -0.53320 -0.24192  -0.5413
6 H 0.31534 -2.05173 -0.02219  0.3291
7 H -1.84483 -0.38273 0.64563  0.2769
8 H -1.79949 -0.12324 -1.08930  0.2602
9 H -0.46440 0.21985 -0.04444  -0.0062

DFT (the ωB97M-V functional and the def2-TZVPD basis) results for a cluster of 2 separate species, C2H5OS in total in a non-equilibrium geometry.

- Net charge: -1
- Energy relative to the best compared isomer or geometry (same formula, charge and spin): 0.401 eV
- Orbital gap: 7.3 eV
- Electronic energy: -15038.172 eV

Each line ends with the Mulliken charge.
Positions of all 9 atoms, in Å:
1 S -3.04051 -0.26047 -0.93311  -0.8486
2 H -2.33222 -0.54551 -2.03729  -0.0336
3 C 1.79859 0.39682 0.49610  -0.7396
4 C 0.59583 -0.19906 0.41879  0.0379
5 O -0.49570 0.42073 0.82649  -0.3781
6 H 2.61228 -0.26511 0.26421  0.2467
7 H 1.82527 1.47656 0.58579  0.2409
8 H 0.41642 -1.12692 -0.12638  0.2862
9 H -1.37994 0.10296 0.50539  0.1881

DFT (the ωB97M-V functional and the def2-TZVPD basis) results for a structure of composition C2H5P in a non-equilibrium geometry.

- Net charge: 0
- Energy relative to the best compared isomer or geometry (same formula, charge and spin): 1.592 eV
- Orbital gap: 9.2 eV
- Electronic energy: -11440.921 eV

Each line ends with the Mulliken charge.
Positions of all 8 atoms, in Å:
1 C 1.54652 0.75769 -0.39769  -0.4475
2 C -1.33354 -0.53693 0.42545  -0.9416
3 P 1.04926 -0.27555 0.83149  0.0746
4 H 2.65240 0.98801 -0.54012  0.2491
5 H 1.01345 0.97935 -1.30638  0.2418
6 H -1.47894 0.15246 -0.34852  0.2733
7 H -1.48310 -1.56221 0.02166  0.2637
8 H -1.96605 -0.50283 1.31411  0.2867

DFT (the ωB97M-V functional and the def2-TZVPD basis) results for a cluster of 2 separate species, C2H5P in total in a non-equilibrium geometry.

- Net charge: 0
- Energy relative to the best compared isomer or geometry (same formula, charge and spin): 1.729 eV
- Orbital gap (spin up / spin down): 6.9 / 8.0 eV
- Electronic energy: -11437.372 eV
- Multiplicity: 3

Each line ends with the Mulliken charge.
Positions of all 8 atoms, in Å:
1 C -0.04310 0.88686 -0.11206  -0.6099
2 C 0.17834 -0.59264 -0.54878  -0.5013
3 P -1.53114 -0.14290 -0.12392  -0.0867
4 H 0.37229 1.13092 0.78965  0.3762
5 H 0.05518 1.40879 -1.11861  0.2829
6 H 0.32302 -0.59960 -1.58200  0.2916
7 H 0.64920 -1.27751 0.16963  0.2806
8 H -1.89033 -0.61930 1.69269  -0.0334

DFT (the ωB97M-V functional and the def2-TZVPD basis) results for a cluster of 2 separate species, C2H5S in total in a non-equilibrium geometry.

- Net charge: -1
- Energy relative to the best compared isomer or geometry (same formula, charge and spin): 1.074 eV
- Orbital gap: 6.3 eV
- Electronic energy: -12989.842 eV

Each line ends with the Mulliken charge.
Positions of all 8 atoms, in Å:
1 S -0.67864 2.39682 2.15921  -0.9279
2 H -0.38562 3.73059 1.76050  -0.0498
3 C -0.18903 -0.53666 -0.33870  -0.3916
4 C 0.51037 -1.51173 -0.91679  -0.4756
5 H -1.03742 0.10955 -0.73910  0.2342
6 H 0.13301 -0.40603 0.66441  0.1782
7 H 0.31215 -1.71701 -2.01592  0.1728
8 H 1.33518 -2.06553 -0.57361  0.2597

DFT (the ωB97M-V functional and the def2-TZVPD basis) results for a cluster of 2 separate species, C2H6 in total in a non-equilibrium geometry.

- Net charge: 0
- Energy relative to the best compared isomer or geometry (same formula, charge and spin): 5.084 eV
- Orbital gap (spin up / spin down): 11.0 / 8.0 eV
- Electronic energy: -2166.165 eV

Each line ends with the Mulliken charge.
Positions of all 8 atoms, in Å:
1 C -0.64870 -0.56597 0.13733  -0.5961
2 C 0.05308 0.57339 -0.51046  -0.7539
3 H -0.77881 -0.45159 1.27172  0.2241
4 H -1.73898 -0.70760 -0.27402  0.2538
5 H -0.13667 -1.56234 -0.03265  0.2454
6 H 2.27300 0.50488 0.95376  -0.0176
7 H 0.31583 1.64215 -0.14935  0.3202
8 H 0.66124 0.56708 -1.39631  0.3240

DFT (the ωB97M-V functional and the def2-TZVPD basis) results for the molecule C2H6 in a non-equilibrium geometry.

- Net charge: 0
- Energy relative to the best compared isomer or geometry (same formula, charge and spin): 2.905 eV
- Orbital gap: 11.5 eV
- Electronic energy: -2168.343 eV
- Structure (SMILES): CC

Each line ends with the Mulliken charge.
Positions of all 8 atoms, in Å:
1 C -0.81655 0.03498 -0.15351  -0.9689
2 C 0.73204 0.12235 -0.07201  -0.6076
3 H -1.29883 -0.55136 0.86116  0.1895
4 H -1.12998 -0.43970 -0.85894  0.3964
5 H -1.24112 0.95611 -0.03213  0.3170
6 H 0.97517 1.03178 0.44972  0.2210
7 H 1.06337 -0.86351 0.62289  0.1751
8 H 1.71589 -0.29066 -0.81719  0.2775

DFT (the ωB97M-V functional and the def2-TZVPD basis) results for a structure of composition C2H6AlO in a non-equilibrium geometry.

- Net charge: +3
- Energy relative to the best compared isomer or geometry (same formula, charge and spin): 1.076 eV
- Orbital gap: 2.7 eV
- Electronic energy: -10772.413 eV

Each line ends with the Mulliken charge.
Positions of all 10 atoms, in Å:
1 Al -4.31462 -1.53441 -2.90262  1.2969
2 C 0.66336 0.41758 1.16615  -0.6457
3 C 0.50318 -0.31277 -0.16112  0.0061
4 O -0.50368 0.28175 -0.88980  -0.0259
5 H 1.48629 -0.07844 1.68079  0.3312
6 H -0.16820 0.28004 1.85730  0.3770
7 H 0.84294 1.49216 1.13232  0.4603
8 H 0.19539 -1.35381 -0.06315  0.3525
9 H 1.40988 -0.33586 -0.76566  0.3862
10 H -0.11453 1.14379 -1.05426  0.4614